# 1
# C2H3I2NO

A structure of composition C2H3I2NO in a non-equilibrium geometry (the ωB97M-V functional and the def2-TZVPD basis, the OMol25 dataset).

```
9
Properties=species:S:1:pos:R:3:forces:R:3:mulliken_charge:R:1
C -0.137876 0.147379 0.134177 3.8 -2.0 -0.1 -1.0467
C 0.046917 1.219947 2.346887 -0.6 0.2 0.8 -0.0881
N 0.572023 0.986393 1.186658 -0.7 1.0 0.3 0.3913
O 1.574056 1.720406 0.869786 -0.1 -1.2 -1.2 -0.6455
I -1.757566 0.415608 2.994549 0.2 -0.1 -0.1 0.1239
I 0.888201 2.792958 3.456923 -0.3 -0.6 -0.2 0.1739
H -0.906632 0.708336 -0.292425 -1.5 0.8 -0.3 0.4160
H 0.695335 0.097825 -0.634783 -1.1 -0.2 0.8 0.3182
H -0.397960 -0.929774 0.443978 0.2 2.0 -0.1 0.3571
```
Forces are in eV/Å.

Calculated values
Energy above the lowest of the compared OMol25 structures with the same formula, charge and spin ... 297.90 kJ/mol
HOMO-LUMO gap ... 8.405 eV


# 2
# C2H3I2NS

A structure of composition C2H3I2NS in a non-equilibrium geometry (the ωB97M-V functional and the def2-TZVPD basis, the OMol25 dataset).

```
9
Properties=species:S:1:pos:R:3:forces:R:3:mulliken_charge:R:1
C -1.595992 -0.177933 -0.105924 2.6 0.2 -0.3 0.1312
C 1.306925 -0.214739 0.213354 -1.4 1.1 -1.7 -0.5890
N 0.290743 0.430540 -0.589965 -4.6 1.1 0.0 -0.4675
S -2.669059 0.783847 0.494169 0.0 -0.2 -0.1 -0.1332
I -1.732167 -2.196944 -0.605968 0.2 0.4 0.0 0.1573
I -0.048506 2.517914 -0.344373 1.1 -1.0 -0.1 0.0933
H 0.930111 -1.191620 0.236370 0.1 -1.9 0.1 0.2379
H 2.108483 -0.097708 -0.481206 1.4 -0.4 0.3 0.2920
H 1.409464 0.146639 1.183540 0.6 0.7 1.7 0.2781
```
Forces are in eV/Å.

Calculated values
Energy above the lowest of the compared OMol25 structures with the same formula, charge and spin ... 277.04 kJ/mol
HOMO-LUMO gap (spin up / spin down) ... 8.044 / 8.043 eV


# 3
# C2H3I3

A structure of composition C2H3I3 in a non-equilibrium geometry (the ωB97M-V functional and the def2-TZVPD basis, the OMol25 dataset).

```
8
Properties=species:S:1:pos:R:3:forces:R:3:mulliken_charge:R:1
C 0.170191 0.150179 0.868479 0.4 0.2 -0.5 -1.0119
C 0.214868 -0.319725 -0.541576 0.6 -0.2 -0.9 -0.4742
I -0.592553 -2.190255 -1.003646 0.1 0.6 0.1 0.2225
I -2.187089 1.231761 -1.282173 -0.6 0.2 -0.3 0.0618
I 1.889229 0.287624 -1.792286 -1.1 -0.3 0.9 0.0870
H -0.094546 1.177292 1.056529 0.5 0.9 -0.8 0.3493
H -0.563144 -0.280008 1.500319 -0.6 -1.4 0.3 0.4136
H 1.163046 -0.056869 1.194354 0.8 0.0 1.1 0.3518
```
Forces are in eV/Å.

Calculated values
Energy above the lowest of the compared OMol25 structures with the same formula, charge and spin ... 0.00 kJ/mol
Multiplicity ... 3
HOMO-LUMO gap (spin up / spin down) ... 7.571 / 6.243 eV


# 4
# C2H3I3O

A cluster of 3 separate species, C2H3I3O in total in a non-equilibrium geometry (the ωB97M-V functional and the def2-TZVPD basis, the OMol25 dataset).

```
9
Properties=species:S:1:pos:R:3:forces:R:3:mulliken_charge:R:1
C -0.345874 -0.405589 0.239375 -2.2 -1.1 3.0 -0.1992
C 0.429596 0.544679 -0.294726 1.6 3.2 -3.5 -0.6066
O -0.670080 -0.373566 1.550572 4.0 2.7 -2.2 -0.4451
I 3.531155 -1.534190 -0.968844 -0.8 0.4 0.2 -0.2476
I 1.138933 2.270245 0.599699 -0.3 -0.7 0.1 0.2338
I -2.677593 0.866563 -1.351797 0.8 -0.3 0.5 -0.1230
H -0.535630 -1.283193 -0.304619 -0.5 -1.0 -0.7 0.5888
H 0.496646 0.689129 -1.442276 0.1 -1.1 2.3 0.4418
H -1.367155 -0.774074 1.972617 -2.7 -2.2 0.5 0.3571
```
Forces are in eV/Å.

Calculated values
Energy above the lowest of the compared OMol25 structures with the same formula, charge and spin ... 341.77 kJ/mol
HOMO-LUMO gap (spin up / spin down) ... 3.108 / 3.471 eV